{"formula": "C28H26N4O4", "method": "wB97M-V/def2-TZVPD", "species": ["C", "H", "O", "C", "C", "H", "H", "C", "N", "C", "O", "C", "C", "C", "C", "C", "C", "H", "H", "C", "N", "C", "O", "N", "C", "C", "C", "C", "C", "C", "C", "O", "H", "H", "H", "H", "C", "C", "C", "C", "C", "C", "C", "C", "N", "H", "H", "H", "H", "H", "H", "H", "H", "H", "H", "H", "H", "H", "H", "H", "H", "H"], "xyz": [[-5.639600, -2.452754, 0.160633], [-4.773554, -2.975931, -0.259453], [-6.504880, -1.972888, -0.841110], [-7.249255, -2.974017, -1.503421], [-6.440800, -3.840424, -2.475190], [-7.088133, -4.638429, -2.840740], [-5.599998, -4.299736, -1.953374], [-5.910087, -3.042926, -3.671648], [-5.015510, -1.984805, -3.271505], [-3.671627, -2.142104, -3.280095], [-3.126872, -3.118633, -3.764122], [-2.891789, -1.001633, -2.710091], [-3.381042, -0.152729, -1.721367], [-2.590931, 0.870887, -1.231347], [-1.306446, 1.069687, -1.722277], [-0.809457, 0.212762, -2.696769], [-1.594292, -0.815596, -3.180016], [-1.219209, -1.494447, -3.931032], [0.195907, 0.351741, -3.064976], [-0.444190, 2.169608, -1.161902], [0.319245, 1.682344, -0.009409], [1.554990, 1.131151, -0.273458], [2.012575, 1.103185, -1.396975], [2.256568, 0.625811, 0.801083], [1.784262, 0.682499, 2.097960], [2.509150, 0.182038, 3.182787], [1.995468, 0.266346, 4.460718], [0.756344, 0.847949, 4.699935], [0.030545, 1.342259, 3.640147], [0.533481, 1.264883, 2.341462], [-0.268497, 1.794772, 1.240189], [-1.358298, 2.309505, 1.376856], [-0.937859, 1.798850, 3.775927], [0.368932, 0.908066, 5.704683], [2.572554, -0.128846, 5.283043], [3.471394, -0.279813, 3.042388], [3.557643, 0.043915, 0.507149], [4.688085, 0.940202, 0.940559], [4.680385, 2.284816, 0.598424], [5.718233, 3.119241, 0.974747], [6.790847, 2.619854, 1.698187], [6.822865, 1.284681, 2.046535], [5.772960, 0.443630, 1.672914], [5.819201, -0.914046, 2.066820], [5.854123, -2.005583, 2.417327], [7.650381, 0.878141, 2.608906], [7.601361, 3.270964, 1.987545], [5.693826, 4.162102, 0.697363], [3.856601, 2.675302, 0.020010], [3.631095, -0.946082, 0.964544], [3.594330, -0.072225, -0.582504], [-1.060230, 2.997287, -0.804969], [0.273120, 2.515504, -1.907909], [-2.966712, 1.519962, -0.454427], [-4.368199, -0.291922, -1.305959], [-5.426484, -1.233699, -2.739870], [-5.343184, -3.705741, -4.330255], [-6.745140, -2.605696, -4.227669], [-7.736294, -3.621820, -0.759047], [-8.024653, -2.430512, -2.051612], [-6.167057, -3.127643, 0.844427], [-5.292405, -1.581915, 0.714522]], "forces_ev_per_a": [[0.0861, -0.0306, 0.0174], [-0.0074, 0.0053, 0.0311], [-0.0713, 0.2548, 0.0003], [-0.0992, -0.3706, -0.1404], [0.0122, 0.5081, 0.0151], [-0.0283, -0.0813, 0.0270], [0.0070, -0.1104, -0.0116], [-0.0156, -0.4277, 0.0763], [-0.1849, 0.2197, 0.0569], [-0.1962, 0.1136, -0.1098], [0.1604, -0.1536, -0.0436], [0.3326, 0.1159, 0.1406], [0.0387, -0.1259, -0.1519], [0.0106, 0.0933, 0.0026], [-0.0397, 0.0376, 0.0071], [-0.0466, 0.0400, -0.0038], [-0.1565, -0.1241, -0.0235], [0.0213, -0.0638, -0.0467], [0.0868, 0.0267, -0.0455], [-0.1036, 0.1615, -0.1894], [-0.1152, 0.2108, -0.1165], [0.1942, -0.0908, 0.1783], [0.0340, 0.0494, -0.3159], [0.1150, -0.1109, -0.3011], [-0.5145, 0.1909, 0.5031], [0.0913, -0.0482, -0.1148], [-0.0625, 0.0404, -0.0622], [-0.0294, 0.0076, 0.0587], [0.0773, -0.0159, -0.1764], [0.1880, -0.1345, 0.3047], [0.0713, 0.0207, 0.1109], [-0.0752, -0.0073, 0.0266], [-0.0737, 0.0329, 0.0089], [-0.0424, 0.0087, 0.0863], [0.0636, -0.0430, 0.0577], [0.0776, -0.0548, -0.0399], [0.0669, -0.1430, -0.2472], [0.1843, -0.1208, 0.1326], [0.0442, -0.0114, 0.0222], [-0.0336, -0.0435, -0.0113], [0.0525, 0.0019, 0.0233], [-0.0389, -0.0139, -0.0298], [-0.0206, 0.9520, -0.3262], [0.0352, -0.4969, 0.1641], [-0.0208, -0.3664, 0.0910], [0.0376, -0.0186, 0.0367], [0.0632, 0.0466, 0.0299], [-0.0038, 0.0897, -0.0267], [-0.0972, 0.0406, -0.0579], [-0.0302, 0.1105, -0.0420], [0.0036, -0.0760, 0.3144], [0.1425, -0.1089, -0.0902], [-0.1388, -0.0030, 0.1490], [-0.0246, 0.0647, 0.0677], [-0.1366, -0.0263, 0.0263], [0.1935, -0.0326, -0.0488], [-0.1517, 0.1367, -0.0042], [0.0526, -0.0606, -0.0201], [-0.0125, 0.1031, -0.0438], [-0.0263, -0.1090, 0.0383], [0.0115, 0.0054, -0.0017], [0.0421, -0.0648, 0.0382]], "total_charge": 0, "gap_ev": 9.136, "homo_energy_ha": -0.331, "max_force_ev_per_a": 1.01, "total_energy_ha": -1602.65667}